Entry 1:
ORCA calculation (ωB97M-V/def2-TZVPD) on the molecule C4H7F.

The geometry in XYZ format:
```
12
Properties=species:S:1:pos:R:3
F 0.725 0.108 2.238
C -0.363 0.265 1.320
C -0.152 -0.566 0.109
C -0.425 0.133 -1.178
C 0.944 -0.261 -0.764
H -0.267 1.395 1.079
H -1.351 0.000 1.719
H -0.364 -1.585 0.378
H -0.882 -0.349 -1.995
H -0.743 1.181 -1.116
H 1.510 -0.998 -1.315
H 1.367 0.675 -0.475
```

The energy above the lowest of the compared OMol25 structures with the same formula, charge and spin is 74.6 kJ/mol. Its spin multiplicity is 1. The LUMO energy is 1.2 eV. The calculation puts the total energy at -256.415440 Ha. Its SMILES is FCC1CC1.

Entry 2:
ORCA calculation (ωB97M-V/def2-TZVPD) on a cluster of 4 separate species, C24H56N3O11PSSi in total.

The geometry in XYZ format:
```
97
Properties=species:S:1:pos:R:3
H -4.461 0.561 -3.411
N -4.925 0.802 -2.538
C -4.586 1.965 -2.146
C -5.195 2.474 -0.867
C -3.641 2.866 -2.910
Si -2.208 3.554 -1.874
C -0.616 3.468 -2.870
N 0.120 2.217 -2.626
C 0.827 2.209 -1.332
N -2.103 2.522 -0.423
C -1.837 2.918 0.682
S -1.443 3.310 2.145
P -2.578 5.762 -1.614
O -1.965 6.228 -0.163
O -4.199 5.996 -1.509
H -4.965 3.527 -0.694
H -4.779 1.926 -0.023
H -6.275 2.358 -0.871
H -4.231 3.722 -3.252
H -3.223 2.322 -3.755
H -0.908 3.515 -3.920
H -0.007 4.358 -2.659
H 0.842 2.189 -3.335
H 1.863 1.901 -1.455
H 0.808 3.186 -0.841
H 0.354 1.490 -0.663
H -2.627 6.163 0.540
H -4.709 5.217 -1.263
C 7.879 0.049 -0.851
O 7.188 1.276 -0.810
C 7.902 2.300 -0.140
C 7.608 3.659 -0.732
O 8.228 3.903 -1.983
C 7.706 3.256 -3.130
C 6.374 3.790 -3.601
O 5.317 3.323 -2.780
C 4.229 4.213 -2.710
H 7.970 -0.394 0.148
H 7.307 -0.627 -1.483
H 8.880 0.171 -1.282
H 8.981 2.114 -0.190
H 7.600 2.309 0.917
H 8.042 4.401 -0.058
H 6.532 3.839 -0.775
H 7.662 2.173 -2.995
H 8.433 3.463 -3.919
H 6.201 3.446 -4.630
H 6.405 4.886 -3.600
H 4.550 5.211 -2.390
H 3.536 3.817 -1.969
H 3.715 4.288 -3.676
C -3.017 -0.272 1.153
O -4.209 -0.996 1.348
C -4.100 -2.355 0.963
C -4.939 -3.247 1.846
O -4.400 -3.458 3.142
C -4.476 -2.399 4.081
C -5.862 -2.136 4.622
O -6.658 -1.437 3.682
C -8.032 -1.723 3.797
H -2.787 -0.169 0.086
H -3.159 0.718 1.582
H -2.174 -0.754 1.664
H -3.056 -2.688 1.014
H -4.444 -2.452 -0.075
H -4.948 -4.237 1.384
H -5.971 -2.894 1.891
H -4.033 -1.481 3.688
H -3.862 -2.732 4.921
H -5.774 -1.528 5.533
H -6.330 -3.092 4.885
H -8.218 -2.802 3.733
H -8.538 -1.233 2.968
H -8.444 -1.344 4.740
C 1.506 -1.648 0.752
O 1.265 -2.871 1.408
C -0.115 -3.165 1.546
C -0.383 -4.650 1.473
O -0.294 -5.197 0.169
C 0.992 -5.372 -0.400
C 1.798 -6.498 0.204
O 2.340 -6.129 1.460
C 2.507 -7.221 2.333
H 1.177 -0.795 1.358
H 2.579 -1.569 0.589
H 1.000 -1.612 -0.220
H -0.695 -2.662 0.763
H -0.450 -2.790 2.523
H -1.424 -4.800 1.771
H 0.244 -5.194 2.183
H 1.564 -4.441 -0.396
H 0.799 -5.639 -1.441
H 2.624 -6.744 -0.478
H 1.156 -7.381 0.308
H 1.567 -7.770 2.465
H 2.816 -6.823 3.298
H 3.277 -7.912 1.971
```

Its spin multiplicity is 1. The LUMO energy is 0.2 eV. The calculation puts the total energy at -2968.848820 Ha. Its SMILES is [H]/N=C(/C)C[Si@](CNC)(N=C=S)P(O)O.COCCOCCOC.COCCOCCOC.COCCOCCOC.

Entry 3:
ORCA calculation (ωB97M-V/def2-TZVPD) on a structure of composition C49H40MgN6P3S4.

The geometry in XYZ format:
```
103
Properties=species:S:1:pos:R:3
Mg -0.722 0.447 -0.258
N 2.795 2.637 -1.604
C 2.692 2.005 -2.833
C 3.479 2.062 -3.976
C 3.079 1.272 -5.037
C 1.933 0.465 -4.959
C 1.152 0.414 -3.820
C 1.555 1.194 -2.736
N 1.009 1.320 -1.464
C 1.761 2.193 -0.844
C 1.455 2.590 0.526
C 2.035 3.507 1.342
S 1.188 3.548 2.828
C 0.122 2.340 2.262
N 0.378 1.936 1.059
H 3.475 3.324 -1.333
H 4.358 2.691 -4.037
H 3.657 1.283 -5.952
H 1.645 -0.124 -5.820
H 0.252 -0.185 -3.762
H 2.876 4.153 1.150
H -0.701 1.963 2.853
C 1.468 -3.994 1.479
N 0.719 -2.860 0.939
P 1.469 -1.358 0.677
C 3.087 -1.810 -0.073
C 3.179 -1.716 -1.460
C 4.349 -2.059 -2.125
C 5.443 -2.511 -1.402
C 5.363 -2.619 -0.019
C 4.194 -2.269 0.641
C 1.976 -0.770 2.326
C 2.994 0.182 2.413
C 3.286 0.794 3.621
C 2.552 0.472 4.759
C 1.525 -0.455 4.676
C 1.237 -1.072 3.464
P -0.704 -3.027 -0.024
C -0.367 -4.658 -0.800
C -1.042 -5.837 -0.498
C -0.711 -7.023 -1.142
C 0.301 -7.045 -2.090
C 0.978 -5.873 -2.402
C 0.637 -4.689 -1.769
C -2.063 -3.463 1.106
C -3.336 -3.198 0.599
C -4.467 -3.469 1.352
C -4.335 -4.003 2.627
C -3.074 -4.243 3.149
C -1.941 -3.967 2.396
H 2.224 -4.346 0.771
H 0.794 -4.824 1.685
H 1.968 -3.712 2.409
H 2.325 -1.367 -2.026
H 4.401 -1.966 -3.202
H 6.359 -2.779 -1.914
H 6.214 -2.976 0.547
H 4.145 -2.342 1.721
H 3.566 0.443 1.529
H 4.079 1.529 3.676
H 2.770 0.958 5.701
H 0.920 -0.684 5.544
H 0.396 -1.753 3.397
H -1.831 -5.828 0.244
H -1.247 -7.932 -0.900
H 0.557 -7.971 -2.590
H 1.763 -5.879 -3.148
H 1.156 -3.771 -2.029
H -3.438 -2.740 -0.381
H -5.445 -3.229 0.954
H -5.215 -4.197 3.227
H -2.967 -4.616 4.160
H -0.963 -4.125 2.834
N -2.047 -0.724 -3.064
C -1.620 -0.249 -2.097
S -5.315 4.362 -0.673
P -4.331 2.989 0.343
S -2.359 2.763 0.016
C -4.502 3.265 2.149
C -3.911 2.367 3.036
C -4.030 2.550 4.404
C -4.733 3.643 4.899
C -5.321 4.542 4.020
C -5.210 4.351 2.647
C -5.133 1.356 0.151
C -6.239 1.003 0.922
C -6.852 -0.228 0.740
C -6.370 -1.113 -0.217
C -5.274 -0.762 -0.993
C -4.661 0.470 -0.807
H -3.356 1.518 2.652
H -3.568 1.836 5.075
H -4.825 3.789 5.969
H -5.871 5.394 4.402
H -5.665 5.037 1.944
H -6.616 1.690 1.671
H -7.705 -0.499 1.350
H -6.851 -2.075 -0.357
H -4.879 -1.436 -1.744
H -3.805 0.738 -1.407
S -1.990 -0.667 4.272
C -1.628 -0.463 2.698
N -1.298 -0.344 1.582
```

The energy above the lowest of the compared OMol25 structures with the same formula, charge and spin is 22.6 kJ/mol. Its spin multiplicity is 1. The LUMO energy is 1.7 eV. The calculation puts the total energy at -5037.032541 Ha. Its charge is -1.